No. 1
{"formula": "C24H28Br2N8O3Y", "method": "ωB97M-V with the def2-TZVPD basis set", "species": ["Y", "C", "N", "C", "C", "N", "N", "C", "N", "N", "H", "H", "H", "H", "H", "H", "H", "H", "H", "H", "H", "O", "C", "C", "C", "C", "C", "C", "C", "N", "C", "C", "N", "H", "H", "H", "H", "H", "H", "H", "Br", "C", "C", "C", "Br", "C", "C", "C", "C", "N", "C", "C", "O", "H", "H", "H", "H", "C", "C", "O", "H", "H", "H", "H", "H", "H"], "xyz": [[0.063, 0.394, -0.156], [0.629, 1.983, 5.577], [0.601, 0.988, 4.512], [0.368, -0.388, 4.925], [0.572, 1.291, 3.193], [0.180, 0.489, 2.263], [1.061, 2.558, 2.890], [1.115, 3.205, 1.669], [1.569, 4.487, 1.786], [0.812, 2.644, 0.556], [1.621, 2.066, 6.029], [-0.075, 1.685, 6.353], [0.307, 2.958, 5.217], [0.744, -0.509, 5.938], [0.914, -1.078, 4.282], [-0.695, -0.646, 4.918], [-0.204, -0.369, 2.645], [1.614, 2.985, 3.614], [1.449, 4.991, 2.648], [1.612, 5.052, 0.956], [0.834, 3.315, -0.206], [-0.039, 0.781, -2.207], [-0.893, 1.110, -3.150], [-0.596, 0.819, -4.492], [-1.472, 1.135, -5.505], [-2.688, 1.753, -5.221], [-2.998, 2.052, -3.914], [-2.122, 1.753, -2.860], [-2.490, 2.103, -1.494], [-1.920, 1.710, -0.357], [-2.648, 2.272, 0.670], [-3.652, 3.027, 0.162], [-3.545, 2.907, -1.201], [0.347, 0.329, -4.699], [-1.216, 0.892, -6.529], [-3.384, 1.989, -6.013], [-3.960, 2.508, -3.714], [-2.394, 2.093, 1.701], [-4.418, 3.618, 0.630], [-4.132, 3.362, -1.876], [0.726, -4.765, 0.415], [2.130, -3.523, 0.194], [3.459, -3.975, 0.181], [4.490, -3.096, 0.021], [6.266, -3.749, 0.009], [4.237, -1.709, -0.135], [5.230, -0.726, -0.319], [4.868, 0.586, -0.465], [3.509, 0.925, -0.419], [2.551, 0.041, -0.245], [2.893, -1.271, -0.113], [1.802, -2.190, 0.049], [0.582, -1.734, 0.043], [3.653, -5.032, 0.297], [6.269, -1.022, -0.347], [5.608, 1.359, -0.617], [3.200, 1.958, -0.529], [-3.828, -2.540, -0.112], [-3.170, -1.224, -0.460], [-1.854, -1.136, 0.111], [-4.834, -2.577, -0.529], [-3.898, -2.664, 0.969], [-3.264, -3.379, -0.524], [-3.728, -0.383, -0.050], [-3.104, -1.095, -1.544], [-1.375, -1.975, 0.000]], "atomic_forces_ev_per_a": [[0.145, -0.229, 0.376], [0.029, 0.022, 0.014], [-0.026, 0.005, 0.039], [-0.007, -0.018, -0.019], [0.075, -0.068, -0.007], [-0.157, -0.012, 0.065], [0.051, 0.030, 0.090], [-0.057, -0.008, -0.161], [0.060, 0.025, 0.053], [0.052, -0.049, 0.047], [-0.005, 0.013, -0.005], [0.011, 0.007, 0.003], [-0.015, -0.015, 0.003], [0.002, -0.008, -0.001], [-0.002, 0.003, 0.002], [0.005, 0.000, -0.005], [0.000, 0.020, 0.026], [-0.005, 0.000, -0.024], [-0.035, -0.008, 0.003], [-0.004, -0.003, -0.014], [-0.042, -0.009, -0.012], [-0.048, 0.183, -0.296], [-0.160, 0.092, -0.183], [-0.004, 0.014, 0.055], [0.034, -0.024, 0.007], [-0.061, 0.032, -0.020], [0.024, -0.015, 0.001], [0.127, -0.083, -0.176], [-0.061, 0.017, 0.138], [-0.379, 0.266, -0.250], [0.035, 0.097, 0.094], [-0.041, -0.068, 0.064], [0.070, -0.008, -0.039], [0.009, 0.001, 0.010], [0.000, 0.001, -0.005], [-0.003, 0.001, -0.001], [-0.006, 0.003, 0.018], [-0.001, 0.012, 0.006], [-0.010, -0.008, 0.008], [0.010, 0.007, -0.015], [0.042, -0.006, 0.000], [-0.120, 0.111, 0.014], [0.095, -0.008, -0.004], [-0.013, -0.037, 0.007], [-0.020, 0.004, 0.000], [-0.038, -0.025, -0.003], [-0.023, 0.075, -0.008], [0.021, -0.058, 0.003], [-0.029, 0.003, 0.001], [0.074, 0.065, -0.020], [0.056, -0.164, 0.034], [0.123, -0.152, -0.017], [0.042, -0.129, 0.074], [0.026, 0.005, 0.000], [0.005, 0.008, -0.002], [0.009, 0.000, -0.001], [-0.001, 0.000, 0.003], [0.027, 0.035, 0.025], [-0.078, 0.009, -0.033], [0.141, 0.032, 0.013], [-0.006, -0.003, -0.013], [-0.003, -0.003, 0.002], [0.001, -0.008, -0.003], [0.009, -0.011, -0.021], [0.013, 0.015, 0.014], [0.035, 0.024, 0.043]], "orbital_gap_ev": 7.43, "total_charge": 1}


No. 2
{"formula": "C24H28Cl3CoN4O2Si", "method": "ωB97M-V with the def2-TZVPD basis set", "species": ["Co", "C", "C", "C", "C", "C", "N", "C", "C", "C", "N", "C", "C", "C", "C", "C", "C", "C", "C", "N", "C", "C", "C", "N", "C", "C", "C", "C", "O", "C", "O", "H", "H", "H", "H", "H", "H", "H", "H", "H", "H", "H", "H", "H", "H", "H", "H", "H", "H", "H", "H", "H", "H", "H", "H", "H", "H", "H", "H", "Cl", "Si", "Cl", "Cl"], "xyz": [[-0.151, 0.043, 0.042], [-1.101, 2.923, 6.035], [-0.964, 1.957, 4.888], [-0.173, 0.813, 5.003], [-0.070, -0.138, 3.971], [0.638, -1.361, 4.007], [1.741, -1.686, 4.735], [2.731, -0.745, 5.227], [3.369, 0.105, 4.116], [4.135, -0.684, 3.047], [3.261, -1.277, 2.045], [3.248, -2.523, 1.688], [2.365, -3.108, 0.750], [2.426, -4.501, 0.547], [1.531, -5.175, -0.256], [1.608, -6.667, -0.443], [0.531, -4.428, -0.874], [0.415, -3.047, -0.725], [-0.641, -2.370, -1.434], [-0.978, -1.137, -1.345], [-2.010, -0.643, -2.256], [-2.991, 0.329, -1.610], [-2.319, 1.582, -1.040], [-1.595, 1.244, 0.178], [-2.021, 1.686, 1.321], [-1.484, 1.336, 2.596], [-1.629, 2.200, 3.702], [-0.751, 0.132, 2.728], [-0.627, -0.714, 1.750], [1.366, -2.342, 0.064], [1.362, -1.068, 0.181], [-0.481, 2.628, 6.880], [-0.811, 3.928, 5.725], [-2.136, 2.973, 6.379], [0.324, 0.621, 5.946], [0.290, -2.132, 3.333], [2.053, -2.635, 4.642], [2.283, -0.071, 5.957], [3.496, -1.325, 5.745], [2.594, 0.706, 3.635], [4.068, 0.795, 4.592], [4.812, 0.001, 2.533], [4.737, -1.472, 3.505], [2.623, -0.666, 1.536], [3.956, -3.171, 2.197], [3.209, -5.054, 1.055], [2.562, -7.058, -0.095], [0.813, -7.168, 0.113], [1.494, -6.933, -1.494], [-0.195, -4.939, -1.498], [-1.201, -2.999, -2.131], [-1.505, -0.131, -3.082], [-2.566, -1.483, -2.681], [-3.711, 0.626, -2.373], [-3.539, -0.172, -0.809], [-1.617, 1.993, -1.771], [-3.073, 2.342, -0.828], [-2.839, 2.407, 1.315], [-2.228, 3.098, 3.600], [1.441, 2.652, 1.858], [1.324, 1.834, -0.055], [0.861, 3.413, -1.289], [3.287, 1.354, -0.470]], "atomic_forces_ev_per_a": [[-0.555, -0.429, 0.766], [-0.038, -0.018, -0.046], [-0.137, 0.205, -0.147], [0.063, -0.175, -0.131], [-0.059, -0.095, 0.040], [-0.148, 0.006, -0.542], [0.087, -0.058, 0.535], [-0.019, 0.130, -0.351], [-0.087, -0.273, 0.108], [0.114, 0.327, 0.400], [0.044, -0.196, -0.250], [0.109, 0.314, 0.272], [-0.412, -0.157, -0.479], [0.001, 0.162, 0.064], [0.133, -0.227, 0.021], [-0.079, 0.059, -0.006], [-0.001, 0.326, 0.085], [0.246, -0.192, 0.165], [-0.312, 0.144, -0.254], [0.177, -0.189, -0.020], [-0.265, 0.113, -0.125], [0.231, -0.002, 0.140], [-0.146, -0.183, -0.182], [-0.149, 0.422, 0.108], [0.072, -0.009, 0.010], [0.344, -0.658, -0.018], [0.023, 0.181, 0.204], [-0.315, 0.635, 0.369], [0.314, 0.019, -0.668], [-0.047, -0.235, 0.158], [0.577, 0.208, -0.076], [0.013, 0.024, 0.004], [0.027, 0.005, 0.066], [0.018, -0.006, 0.023], [-0.032, 0.006, 0.009], [0.105, -0.001, -0.014], [-0.034, -0.076, 0.045], [0.063, -0.015, 0.043], [0.006, 0.020, 0.034], [0.029, 0.081, -0.007], [0.017, 0.049, -0.080], [-0.015, -0.075, -0.073], [-0.025, -0.066, -0.096], [-0.112, -0.010, 0.000], [-0.001, -0.026, 0.009], [-0.026, -0.040, 0.004], [0.001, -0.017, -0.006], [0.020, -0.025, -0.007], [0.025, -0.027, 0.006], [0.005, -0.006, -0.018], [0.008, -0.004, -0.009], [0.033, -0.024, 0.016], [0.076, -0.029, -0.017], [-0.003, 0.004, -0.005], [-0.059, 0.006, -0.033], [-0.012, 0.047, 0.040], [0.037, 0.032, 0.049], [-0.013, 0.004, -0.110], [0.005, -0.016, -0.030], [-0.083, -0.204, -0.266], [0.343, 0.591, 0.388], [-0.114, -0.231, -0.029], [-0.070, -0.127, -0.091]], "spin_multiplicity": 4, "orbital_gap_ev": [4.53, 6.17], "total_charge": 1}


Computed ΔE to the lowest compared entry with this formula, charge and spin (eV) in order:
0.0000, 1.6825
Computed DFT total energy (eV) in order:
-184536.719, -118468.594